1.
ORCA calculation (ωB97M-V/def2-TZVPD) on C10H10N2 in the gas phase in a non-equilibrium geometry.

Element x y z (Å)
1 C -0.41665 2.75528 -0.98939
2 C -1.03464 0.58487 0.05833
3 C -2.24446 0.00959 0.51521
4 C -2.18164 -1.33312 0.95995
5 C 0.01257 -1.60795 0.50001
6 C 1.13450 -2.42961 0.67048
7 C 2.39178 -1.91252 0.09690
8 C 2.47357 -0.60591 -0.26448
9 C 1.45368 0.25309 -0.33477
10 C 0.13581 -0.24634 0.04872
11 H -0.84952 3.58511 -1.43431
12 H 0.36081 2.31395 -1.69931
13 H 0.18987 3.14982 -0.12219
14 H -2.29325 1.91962 -0.69650
15 H -3.04253 0.62881 0.57898
16 H -3.01252 -1.88529 1.52577
17 H 1.11222 -3.38915 1.14981
18 H 3.21031 -2.57310 0.18380
19 H 3.43126 -0.25232 -0.54435
20 H 1.61039 1.35203 -0.68047
21 N -1.31810 1.82518 -0.48830
22 N -1.12344 -2.14203 0.96609

Results
LUMO level ... 0.40 eV
HOMO ... -0.283 Eh
Frontier orbital gap ... 8.1 eV
Structure (SMILES) ... CNc1ccnc2ccccc12
Electronic energy ... -13510.8946 eV

2.
ORCA calculation (ωB97M-V/def2-TZVPD) on C10H10N2O in the gas phase in a non-equilibrium geometry.

Element x y z (Å)
1 O -0.41860 -2.36569 0.65776
2 C 0.47911 -1.61085 1.02582
3 C 0.90838 -0.79902 3.09459
4 C 1.23029 0.46351 2.54463
5 C -1.54155 0.98557 -2.96534
6 C -1.14603 -0.34441 -2.96164
7 C -1.47135 1.70645 -1.78815
8 C -0.33059 -0.90514 -1.90794
9 C -0.67649 1.23677 -0.77666
10 C -0.07401 -0.06306 -0.75304
11 N 0.80973 -1.91707 2.31989
12 N 0.67462 -0.39560 0.39056
13 C 1.49711 0.64480 1.08862
14 H 0.53078 -0.70661 4.09813
15 H 1.24023 1.25331 3.17440
16 H -1.96807 1.38079 -3.87293
17 H -1.28115 -0.95135 -3.79891
18 H -1.89943 2.76435 -1.74808
19 H 0.13937 -1.83603 -1.98465
20 H -0.59526 2.05248 -0.03709
21 H 0.12593 -2.63955 2.56437
22 H 1.31578 1.66447 0.77200
23 H 2.45119 0.38190 0.86367

Results
LUMO level ... 0.88 eV
HOMO ... -0.309 Eh
Frontier orbital gap ... 9.3 eV
Structure (SMILES) ... O=C1NC=CCN1c1ccccc1
Electronic energy ... -15557.9011 eV

3.
ORCA calculation (ωB97M-V/def2-TZVPD) on 2 unconnected molecules or ions with the total composition C10H10N2O2 in a non-equilibrium geometry.

Element x y z (Å)
1 C 1.55536 -0.29680 1.31599
2 C 0.52776 -1.17956 0.91525
3 C 0.41417 -1.73573 -0.35142
4 C 1.12687 -1.24083 -1.34020
5 C 2.30421 -0.42751 -1.00046
6 C 2.50652 0.04548 0.29490
7 C -1.84704 -0.34511 -0.27163
8 C -1.49103 -0.46098 1.06532
9 C -0.75834 0.40145 1.71286
10 C -0.37885 1.53123 -0.45019
11 H 1.69548 0.11471 2.32007
12 H -0.06500 -1.68234 1.68546
13 H -0.29032 -2.50299 -0.47598
14 H 1.09309 -1.91849 -2.19895
15 H 3.10211 -0.33952 -1.63966
16 H 3.43927 0.58143 0.63333
17 H -1.31720 0.70648 -1.95702
18 H -1.77416 -1.37053 1.71868
19 H -0.47686 0.43552 2.79309
20 H 0.66126 2.24444 1.01033
21 N -1.31271 0.74081 -0.97531
22 N -0.32166 1.56249 0.96530
23 O -2.66698 -1.06331 -0.77126
24 O 0.36887 2.29560 -1.12396

Results
LUMO level ... 0.01 eV
HOMO ... -0.293 Eh
Frontier orbital gap ... 8.0 eV
Structure (SMILES) ... O=c1cc[nH]c(=O)[nH]1.c1ccccc1
Electronic energy ... -17603.4429 eV